1.
{"formula": "C19H56N4O13", "method": "ωB97M-V/def2-TZVPD", "spin_multiplicity": 1, "homo_energy_ev": -9.52, "fmax_ev_per_a": 2.7, "gap_ev": 10.0, "smiles": "NC(N)=O.NC(N)=O.CC(C)O.CC(C)O.CC(C)O.OCCO.OCCO.OCCO.OCCO", "species": ["C", "C", "C", "O", "H", "H", "H", "H", "H", "H", "H", "H", "C", "C", "C", "O", "H", "H", "H", "H", "H", "H", "H", "H", "C", "C", "C", "O", "H", "H", "H", "H", "H", "H", "H", "H", "C", "O", "N", "N", "H", "H", "H", "H", "C", "O", "N", "N", "H", "H", "H", "H", "C", "C", "O", "O", "H", "H", "H", "H", "H", "H", "C", "C", "O", "O", "H", "H", "H", "H", "H", "H", "C", "C", "O", "O", "H", "H", "H", "H", "H", "H", "C", "C", "O", "O", "H", "H", "H", "H", "H", "H"], "positions_angstrom": [[-0.0893, -2.8409, -3.1690], [-0.0102, -1.3443, -2.9763], [0.5225, -0.6837, -4.2015], [-1.3365, -0.7100, -2.5849], [-0.7893, -3.1383, -3.8805], [-0.3365, -3.4044, -2.2734], [0.8590, -3.3099, -3.4610], [0.6439, -1.1449, -2.0784], [-0.0772, -0.9420, -5.0835], [1.5094, -1.1969, -4.2783], [0.8508, 0.3456, -4.1100], [-2.0827, -1.1590, -3.0000], [1.0812, 0.2605, 5.5540], [0.5705, -0.7239, 4.5248], [-0.4248, -1.6052, 5.1947], [0.0523, -0.2062, 3.2882], [1.5072, -0.2291, 6.4135], [0.2327, 0.8592, 5.8905], [1.7305, 1.0737, 5.1920], [1.4531, -1.2780, 4.2030], [-0.5198, -2.6417, 4.8090], [-1.3895, -1.1506, 5.0703], [-0.1264, -1.8351, 6.2163], [0.6133, 0.4520, 2.8282], [-3.1229, 2.0096, -5.6507], [-1.8404, 2.3417, -4.8713], [-0.9060, 2.9878, -5.9168], [-2.0360, 3.2958, -3.8267], [-3.0344, 1.0224, -6.1734], [-3.3110, 2.8253, -6.3357], [-4.0009, 1.9720, -4.9586], [-1.4985, 1.4393, -4.3799], [-1.2706, 4.0062, -6.2008], [-0.8024, 2.2836, -6.7325], [0.0755, 3.2099, -5.4808], [-2.0440, 4.1047, -4.2894], [0.5462, 1.3667, 0.1541], [1.3053, 1.5546, 1.0802], [0.5501, 1.9514, -1.0499], [-0.4953, 0.4946, 0.3687], [1.1191, 2.7619, -1.1799], [-0.2916, 1.8535, -1.5322], [-1.0240, 0.2242, -0.4332], [-0.3577, -0.0278, 1.2514], [3.1956, -1.8547, -0.4410], [2.1677, -2.5365, -0.4437], [4.2886, -2.0666, -1.2084], [3.4125, -0.7101, 0.3741], [4.2920, -2.8379, -1.8448], [5.0492, -1.4080, -1.2007], [2.6878, -0.4756, 1.0156], [4.3986, -0.5623, 0.6230], [3.5276, 1.8825, -2.7283], [5.0333, 1.5992, -2.4092], [5.2652, 0.9297, -1.1884], [2.8054, 0.6966, -2.7029], [3.3559, 2.4100, -3.7011], [3.1715, 2.6441, -2.0056], [5.5152, 2.5671, -2.4172], [5.4169, 0.9596, -3.1868], [4.7149, 1.3126, -0.5034], [2.1755, 0.7045, -1.9505], [0.6721, -4.7840, 3.3951], [1.7354, -4.6412, 2.3367], [1.9991, -3.2576, 2.1572], [-0.6334, -4.2985, 3.0040], [1.0043, -4.3564, 4.3380], [0.4863, -5.8955, 3.5318], [1.4026, -5.0204, 1.3510], [2.5813, -5.2568, 2.6447], [2.1475, -3.0421, 1.2071], [-0.4214, -3.3988, 2.7063], [-2.8081, 3.3971, 1.8927], [-1.6306, 3.7352, 2.8486], [-1.2434, 2.6730, 3.7382], [-2.6131, 2.5526, 0.8115], [-3.1935, 4.3089, 1.4465], [-3.5480, 2.9031, 2.5792], [-1.8713, 4.6355, 3.3753], [-0.7141, 3.9793, 2.2788], [-1.9320, 1.9988, 3.7116], [-2.0679, 1.8259, 1.1368], [-3.5812, -0.8343, 2.5694], [-4.8325, -0.3008, 1.9335], [-5.6301, -1.4479, 1.5083], [-2.7703, 0.2634, 2.9674], [-3.0667, -1.4526, 1.7981], [-3.8340, -1.4255, 3.4440], [-4.5974, 0.2579, 1.0514], [-5.3481, 0.3397, 2.6602], [-6.2324, -1.7237, 2.2173], [-1.9376, -0.1127, 3.3485]], "mulliken_charge": [-1.7776, 2.2152, -1.6028, -0.5165, 0.5651, 0.3554, 0.3594, -0.9791, 0.3728, 0.5375, 0.2331, 0.2435, -1.6290, 0.9874, -1.2167, 0.0169, 0.4762, 0.3553, 0.3637, 0.0084, 0.1805, 0.2758, 0.4031, 0.0992, -1.4046, 0.9796, -1.3672, -0.5136, 0.3334, 0.3215, 0.3670, -0.1763, 0.4591, 0.3512, 0.3522, 0.2990, 0.4391, -0.8298, -0.2462, 0.5907, 0.2700, 0.0846, -0.0142, -0.2844, 0.7424, -0.8678, -0.3762, -0.1204, 0.2440, 0.1316, 0.0264, 0.3178, -0.4449, -0.6177, -0.4905, -0.1772, 0.2952, 0.2396, 0.3509, 0.3447, 0.2808, 0.1161, -0.4235, -0.3863, -0.3563, -0.5448, 0.2421, 0.3514, 0.2896, 0.3253, 0.2722, 0.2475, -0.3418, -0.5193, -0.4833, -0.4250, 0.4223, 0.1725, 0.3853, 0.2170, 0.3848, 0.2291, -0.1534, -0.6038, -0.5503, -0.4407, 0.2491, 0.3187, 0.2276, 0.3154, 0.3202, -0.0744]}

2.
{"formula": "C22H28N2O4S", "method": "ωB97M-V/def2-TZVPD", "spin_multiplicity": 1, "homo_energy_ev": -8.22, "fmax_ev_per_a": 18.0, "gap_ev": 8.5, "species": ["C", "C", "C", "C", "C", "C", "C", "H", "H", "C", "N", "S", "O", "O", "C", "C", "C", "C", "C", "C", "H", "H", "C", "H", "H", "H", "H", "H", "C", "C", "O", "N", "H", "C", "H", "H", "C", "C", "H", "C", "H", "C", "H", "O", "H", "H", "H", "H", "H", "H", "H", "H", "H", "H", "H", "H", "H"], "positions_angstrom": [[-3.7812, -2.2831, 1.7214], [-2.8913, -1.0183, 1.6117], [-3.4864, 0.2734, 1.2024], [-2.8728, 1.3319, 1.1786], [-1.5649, 1.2039, 1.4181], [-1.0455, 0.1085, 2.0272], [-1.7987, -1.1114, 2.1616], [-1.2481, -1.8781, 2.1863], [-0.0048, 0.2286, 2.1756], [-0.7352, 2.5940, 1.4832], [0.1511, 2.7131, 0.4438], [-0.5823, 2.7546, -1.2044], [0.6419, 2.5899, -2.1445], [-1.4561, 3.7767, -1.0938], [-1.2619, 1.0606, -1.5190], [-2.5882, 0.9946, -1.8127], [-3.0561, -0.3667, -2.1513], [-2.4423, -1.4348, -1.8472], [-1.0194, -1.1954, -1.4533], [-0.5724, -0.0301, -1.0060], [0.3978, -0.0070, -0.7896], [-0.6991, -2.1161, -1.0209], [-3.0224, -2.6011, -2.1660], [-2.6583, -3.0717, -2.9677], [-2.8080, -3.2488, -1.6624], [-4.0089, -2.6104, -2.3599], [-4.0734, -0.4359, -2.6296], [-2.9982, 2.1127, -2.1710], [1.3975, 3.1767, 0.7057], [2.6600, 2.1579, 0.6555], [3.2965, 2.0528, 1.5223], [2.7714, 1.6001, -0.7442], [2.2155, 1.9462, -1.3523], [3.7941, 0.5021, -0.8850], [4.2954, 0.7826, -1.7995], [4.5751, 0.8891, -0.0032], [3.2614, -0.7920, -1.1139], [2.7216, -1.2602, 0.6853], [1.9686, -2.0289, 0.2979], [3.8825, -1.6998, 1.1604], [4.5563, -1.1323, 1.8258], [4.7387, -2.1329, 0.0991], [4.8898, -3.3308, -0.2234], [4.1811, -1.8702, -1.2845], [5.7727, -1.7015, -0.1351], [3.9560, -2.7503, 1.6917], [2.3637, -0.5845, 1.0429], [2.6013, -0.9744, -1.6877], [1.6456, 4.0168, -0.3278], [1.3629, 3.8193, 1.5920], [-0.2110, 2.8377, 2.3839], [-1.3964, 3.5497, 1.2520], [-3.2172, 2.3421, 0.7907], [-4.6191, 0.0991, 1.0369], [-4.3298, -2.3957, 2.6523], [-4.4527, -2.2428, 0.9860], [-3.1967, -3.2094, 1.5659]], "nbo_charge": [-0.6229, 0.0432, -0.1857, -0.2404, -0.0261, -0.1729, -0.2390, 0.2016, 0.2028, -0.2337, -0.6859, 2.2464, -0.9376, -0.9003, -0.2578, -0.1830, -0.1933, 0.0025, -0.1662, -0.2086, 0.2371, 0.1985, -0.6280, 0.2349, 0.2070, 0.2172, 0.2014, 0.2560, -0.2955, 0.7246, -0.5457, -0.6785, 0.3964, -0.2927, 0.2036, 0.2370, 0.1584, -0.3651, 0.1960, -0.5343, 0.2403, -0.0677, 0.1911, -0.5457, 0.2076, 0.2346, 0.1520, 0.1528, 0.1884, 0.2117, 0.2226, 0.1832, 0.2274, 0.2039, 0.2200, 0.1993, 0.2073]}

3.
{"formula": "C21H18BrKN3O2", "method": "ωB97M-V/def2-TZVPD", "charge": -1, "spin_multiplicity": 1, "homo_energy_ev": -3.98, "fmax_ev_per_a": 2.8, "gap_ev": 6.2, "species": ["K", "O", "C", "C", "C", "C", "C", "C", "C", "N", "C", "C", "N", "C", "C", "C", "C", "C", "C", "C", "O", "H", "H", "H", "H", "H", "H", "H", "H", "H", "H", "H", "H", "H", "H", "Br", "C", "C", "C", "C", "N", "C", "H", "H", "H", "H"], "positions_angstrom": [[13.4476, 6.1736, 11.4629], [15.9214, 5.7982, 12.0249], [16.7539, 5.2834, 12.8459], [18.1686, 5.2203, 12.6247], [19.0581, 4.7080, 13.5644], [18.5815, 4.3875, 14.8352], [17.2357, 4.4803, 15.1197], [16.2913, 4.8291, 14.1827], [14.9283, 4.7002, 14.6243], [13.8912, 4.8304, 13.9020], [12.6505, 4.8735, 14.6544], [11.5127, 4.2862, 13.7964], [10.8749, 5.3749, 13.0405], [9.6717, 5.1511, 12.6702], [9.0615, 5.8182, 11.5417], [7.8438, 5.2783, 11.1932], [7.3337, 5.4171, 9.9062], [8.0424, 6.1652, 8.9720], [9.2282, 6.7836, 9.2793], [9.8552, 6.6150, 10.5998], [10.9766, 7.1558, 10.8549], [18.5632, 5.5695, 11.6850], [20.1225, 4.5836, 13.3496], [19.2982, 4.0350, 15.5791], [16.9489, 4.3157, 16.1732], [14.8871, 4.3747, 15.6758], [12.4162, 5.9014, 14.9915], [12.7267, 4.2930, 15.5796], [10.7518, 3.8393, 14.4678], [11.8810, 3.5174, 13.1469], [9.0667, 4.3243, 13.0770], [7.2764, 4.6261, 11.8637], [6.3850, 5.0050, 9.5894], [7.6139, 6.2419, 7.9442], [9.7753, 7.3250, 8.5066], [13.5178, 2.6444, 5.8473], [13.5192, 4.3602, 6.6118], [13.0207, 5.4735, 5.9589], [12.7197, 6.6168, 6.6993], [13.0346, 6.6549, 8.0505], [13.6329, 5.6132, 8.6583], [13.8601, 4.4860, 7.9764], [12.7734, 5.4500, 4.9190], [12.3137, 7.5022, 6.2189], [12.7083, 7.4887, 8.6760], [14.2896, 3.6797, 8.5670]], "nbo_charge": [0.9451, -0.7980, 0.4444, -0.3519, -0.1774, -0.3468, -0.1480, -0.2490, 0.1409, -0.4892, -0.2441, -0.2479, -0.4692, 0.1343, -0.2738, -0.1431, -0.3489, -0.1897, -0.3432, 0.4507, -0.7749, 0.1987, 0.1926, 0.1886, 0.1855, 0.1276, 0.1978, 0.1558, 0.1562, 0.1928, 0.1255, 0.1895, 0.1901, 0.1874, 0.1911, 0.0669, -0.1453, -0.1993, -0.2396, 0.0385, -0.4301, 0.0257, 0.2226, 0.2218, 0.2260, 0.2135]}